This record from OMol25 describes a structure of composition C28H77MgN8O10. The level of theory is wB97M-V/def2-TZVPD.

Results
spin multiplicity = 1
relative energy (zero: lowest compared OMol25 entry of this formula, charge and spin) = 13.763 eV
E_tot = -2502.772823 Ha
LUMO level = -7.3 eV
Kohn-Sham gap = 0.104 Ha
total charge = +1

Last column: Löwdin charge in e.
CARTESIAN COORDINATES (ANGSTROEM)
1 Mg -1.0415 -4.7041 1.6948  1.315
2 O 5.4887 2.3052 6.7210  -0.177
3 O 8.1037 -1.0091 1.2022  -0.165
4 O -1.2232 -1.0390 0.4314  -0.087
5 O -4.6912 6.1787 0.6763  -0.195
6 O -1.9553 0.2241 -1.1162  0.017
7 O 1.4971 4.5960 -4.9416  -0.178
8 O -2.4250 -5.6941 -0.9789  -0.267
9 O 0.7816 -4.1426 4.2821  -0.259
10 O -7.6294 -0.8453 -5.3995  -0.203
11 O -0.3555 0.9335 0.1784  0.017
12 N -1.3230 5.0012 -5.8276  0.021
13 N 2.0356 2.3986 5.5075  0.028
14 N -1.1784 0.0735 -0.1797  -0.628
15 N 5.0491 -1.3871 -0.8836  0.028
16 N -3.3201 5.9133 3.2862  0.045
17 N 0.4319 -5.3762 -1.1206  0.043
18 N -4.6523 -2.5647 -6.7435  0.009
19 N -1.8509 -4.4896 4.7535  0.040
20 C -6.2062 -0.9183 -5.6865  -0.152
21 C 3.4880 2.4793 5.3892  -0.421
22 C -4.9887 5.9705 -0.6617  -0.127
23 C 7.2157 -0.5978 -1.7451  -0.049
24 C 6.8138 -0.8175 0.7095  -0.250
25 C 8.4201 -2.3636 1.4752  -0.101
26 C -6.8185 -3.4183 -6.2455  -0.076
27 C 0.4718 -6.3594 -3.3387  -0.055
28 C 2.3861 5.0588 -3.9610  -0.122
29 C -1.4824 7.2915 2.5045  -0.069
30 C 0.4393 3.8908 -4.4034  -0.214
31 C 4.1600 2.6832 6.8035  -0.232
32 C -1.6620 -6.3380 -2.0498  -0.157
33 C -1.5899 -4.2066 7.1164  -0.054
34 C 6.2214 2.2995 7.9365  -0.096
35 C -6.0666 -2.1433 -6.6630  -0.394
36 C -7.9439 0.3657 -4.7394  -0.134
37 C -2.9272 6.9373 2.3333  -0.469
38 C 2.2257 -4.2843 4.3354  -0.072
39 C 6.4653 -1.3699 -0.6596  -0.459
40 C -0.3296 -5.5799 -2.3340  -0.430
41 C -0.7921 3.6706 -5.4878  -0.373
42 C -0.3469 2.8258 -6.7234  -0.057
43 C -3.8199 -5.9457 -1.1460  -0.093
44 C 0.3555 -4.1064 5.6626  -0.208
45 C 3.9309 3.5896 4.4737  -0.087
46 C -3.3172 6.4363 0.9892  -0.227
47 C -1.0803 -3.7371 5.7414  -0.407
48 H 0.0937 4.4489 -3.5332  0.110
49 H -2.8233 -4.2271 4.6774  0.085
50 H 7.2672 2.2137 7.6418  0.090
51 H 4.9853 -1.1801 -1.8702  0.062
52 H 0.6707 -7.3298 -2.8839  0.088
53 H 1.4433 -5.9875 -3.6643  0.095
54 H 3.6384 2.0558 7.5263  0.113
55 H -2.2135 -6.2454 -2.9854  0.127
56 H -1.3739 -2.6886 5.7921  0.157
57 H -4.3252 6.0044 3.2471  0.067
58 H -2.6718 -4.0983 7.1938  0.089
59 H 0.0406 1.8994 -6.2994  0.067
60 H -1.1280 2.5318 -7.4245  0.070
61 H -3.1533 7.2987 0.3429  0.121
62 H -0.1273 -6.4814 -4.2410  0.095
63 H 6.0810 -0.9943 1.4968  0.122
64 H 2.3517 -5.3221 4.6440  0.093
65 H -2.6354 5.6695 0.6213  0.133
66 H 4.6148 -0.5561 -0.5083  0.071
67 H 5.9069 1.4562 8.5515  0.083
68 H -1.1572 8.0571 1.8001  0.076
69 H -6.4206 -3.9774 -5.3987  0.072
70 H -5.8438 -0.0070 -6.1622  0.119
71 H 7.9298 0.1124 -1.3282  0.079
72 H 1.0982 -6.1337 -1.1693  0.075
73 H -1.3108 -5.2554 7.2183  0.084
74 H 3.8883 3.6828 7.1428  0.122
75 H -0.7391 6.5226 2.2939  0.076
76 H -6.3696 -1.8756 -7.6752  0.136
77 H -4.3466 -2.7752 -5.8042  0.054
78 H -4.3423 -5.7843 -0.2030  0.085
79 H 1.8941 5.8304 -3.3689  0.080
80 H -9.0312 0.4397 -4.7569  0.083
81 H 2.7048 4.3103 -3.2355  0.089
82 H 6.7586 -2.4196 -0.6420  0.120
83 H 6.1218 3.1621 8.5954  0.086
84 H 3.4496 3.6592 3.4983  0.073
85 H -7.6844 0.5180 -3.6917  0.086
86 H 6.6418 0.1755 -2.2558  0.076
87 H 1.6879 3.3145 5.7535  0.067
88 H 7.6577 -2.8536 2.0808  0.083
89 H 1.0686 -4.5940 -1.1738  0.090
90 H -4.7121 -3.4882 -7.1481  0.050
91 H -4.8847 6.7621 -1.4037  0.092
92 H -7.8744 -3.2450 -6.0380  0.071
93 H -1.6006 3.1862 -4.9403  0.121
94 H -1.9647 -5.4186 5.1331  0.080
95 H 0.6842 2.8799 -4.0775  0.113
96 H 7.6237 -1.2491 -2.5180  0.080
97 H 0.5694 -5.0828 6.0974  0.131
98 H -0.5887 5.4760 -6.3330  0.060
99 H 2.8096 -3.5421 4.8798  0.105
100 H 2.5062 -4.2972 3.2822  0.085
101 H 3.9016 4.5727 4.9435  0.080
102 H 3.9687 1.5886 4.9845  0.131
103 H -7.7295 1.2641 -5.3181  0.085
104 H -4.0045 -7.0035 -1.3331  0.094
105 H -1.1810 -3.6010 7.9252  0.096
106 H -3.0948 5.0537 2.8061  0.069
107 H -1.2189 5.4091 -4.9096  0.052
108 H 3.2175 5.7028 -4.2475  0.089
109 H 1.5071 2.3354 4.6492  0.065
110 H -4.1959 -5.2931 -1.9339  0.102
111 H 0.9669 -3.4125 6.2394  0.142
112 H 8.5838 -2.9904 0.5986  0.084
113 H 0.4247 3.3869 -7.2505  0.072
114 H 4.9433 3.4472 4.0956  0.075
115 H -1.1720 7.6483 3.4866  0.080
116 H -6.0598 5.8124 -0.5357  0.091
117 H 6.6569 0.2590 0.6422  0.128
118 H -1.5297 -7.4125 -1.9232  0.132
119 H -0.5313 -4.5638 -2.6729  0.153
120 H -5.7269 -1.0000 -4.7110  0.120
121 H 9.2808 -2.2452 2.1334  0.094
122 H -3.5620 7.8173 2.4371  0.146
123 H -6.7148 -4.0145 -7.1520  0.074
124 H -4.5598 4.9967 -0.8981  0.092

Force components x, y, z for each atom (eV/Å):
Mg 0.20 0.54 -0.24
O 0.76 0.93 0.02
O -0.04 -0.47 -0.68
O 0.62 -0.33 0.83
O 0.99 0.64 2.83
O 0.15 0.42 -0.05
O 1.27 0.15 -1.16
O 1.05 -0.80 -0.25
O 0.87 0.98 1.14
O 1.23 0.96 0.21
O -0.74 -0.83 -0.17
N 0.44 -0.52 0.25
N -0.50 0.03 0.64
N 0.06 0.03 -0.30
N -1.13 0.26 -0.45
N -0.37 0.39 0.71
N 0.81 -0.55 1.64
N 0.12 0.47 -0.26
N -0.34 -0.60 -1.77
C -1.56 -1.16 -0.68
C 0.84 0.47 0.19
C -1.45 -1.44 0.64
C 0.40 0.67 -0.12
C -0.95 1.63 0.47
C 0.17 0.58 0.88
C -1.01 0.68 -0.57
C -0.19 -0.61 -0.52
C -0.44 1.23 1.33
C 1.55 0.66 -0.81
C -2.18 -1.28 -1.12
C -2.15 -0.99 -0.69
C 0.12 1.60 -0.28
C 0.07 0.08 0.11
C -0.02 -0.34 -0.15
C 0.92 -0.18 1.93
C -1.94 0.49 -0.66
C -0.98 -0.49 0.58
C -0.89 -1.36 -1.93
C 1.17 -0.36 0.54
C -0.88 0.88 0.20
C 1.42 0.56 0.30
C -0.07 0.49 1.39
C -0.06 -0.24 0.35
C 0.58 0.37 -1.20
C 1.01 0.75 -1.06
C 0.58 1.83 -3.49
C -1.82 -0.32 1.88
H -0.60 -0.04 0.20
H -0.10 0.84 0.14
H -0.07 -0.15 0.20
H -0.55 -0.42 -0.39
H -0.04 -0.36 -0.26
H -0.15 0.59 0.32
H -0.19 -0.49 0.07
H -0.35 0.10 0.00
H 0.70 0.21 -1.12
H -0.39 -0.70 0.45
H -0.03 -0.07 -0.12
H 0.38 -0.06 -0.28
H -0.25 0.41 0.21
H 0.84 0.22 -0.50
H 0.07 -0.29 -0.06
H -0.33 -1.16 0.06
H 0.74 0.15 0.63
H -0.12 -0.66 0.09
H -0.09 0.28 0.53
H 0.12 -0.35 0.01
H -0.29 0.37 -0.09
H 0.39 0.32 0.06
H -0.08 0.10 -0.12
H 0.89 -0.77 0.20
H 0.23 -0.55 0.94
H -0.13 -0.06 0.45
H 0.84 0.65 0.00
H -0.46 -0.77 -0.06
H -0.21 0.30 0.19
H 0.15 0.22 0.37
H 0.14 0.54 -0.01
H -0.76 -0.07 0.53
H -0.26 -0.42 0.23
H 0.18 -0.37 -0.29
H 0.37 -0.11 -0.33
H -0.27 0.52 -0.43
H -0.90 -0.19 0.23
H 0.74 -0.52 0.02
H -0.99 -0.40 -0.14
H 0.19 0.41 0.86
H -0.42 0.05 0.06
H -0.26 0.64 -0.27
H 0.43 -0.15 -0.48
H 0.79 0.24 0.25
H -0.06 -0.03 -0.18
H 0.21 -0.37 0.11
H 0.39 -0.59 -0.11
H 0.56 -0.16 0.23
H 0.32 0.18 0.14
H -0.32 -0.34 0.04
H 0.16 0.20 -0.47
H -0.49 0.01 0.19
H 0.41 0.35 0.05
H -0.16 0.07 0.04
H -0.66 -0.53 0.15
H 0.93 -0.01 -0.14
H 0.07 -0.04 -0.49
H 0.25 -0.20 0.05
H -0.09 -0.56 0.32
H -0.72 0.93 0.12
H 0.28 -0.88 -1.26
H 0.66 -0.77 -0.73
H -0.26 -0.20 0.02
H -0.02 0.30 -0.12
H 0.33 0.21 -0.12
H 0.13 -0.25 -0.06
H 0.48 -0.05 0.65
H -0.72 0.03 0.18
H -0.24 -0.17 -0.80
H 0.48 0.46 -0.25
H 0.15 -0.05 0.65
H -0.56 -0.15 -0.37
H 0.57 -0.48 -0.09
H 0.32 -0.63 -0.38
H 0.13 0.24 0.69
H -0.35 -0.56 0.19
H 0.23 0.15 -0.98



This record from OMol25 describes an isolated molecule of C5H11N. The level of theory is wB97M-V/def2-TZVPD.

Results
spin multiplicity = 1
relative energy (zero: lowest compared OMol25 entry of this formula, charge and spin) = 6.285 eV
E_tot = -251.631548 Ha
LUMO level = -0.3 eV
Kohn-Sham gap = 0.239 Ha

Last column: Löwdin charge in e.
CARTESIAN COORDINATES (ANGSTROEM)
1 N 0.8085 -0.9765 -0.9680  -0.078
2 C -1.4754 0.0458 -0.8119  0.072
3 C 1.1183 -2.0317 -0.0311  -0.155
4 C -0.0763 0.0728 -0.4273  -0.545
5 C -0.2939 2.0620 1.0704  -0.110
6 C 0.3934 0.7373 0.7370  -0.107
7 H -1.8377 -0.0968 -1.8140  0.051
8 H 1.5730 -2.8881 -0.5477  0.079
9 H 0.2831 2.4092 0.1903  0.079
10 H 0.0099 2.5093 2.0055  0.062
11 H 0.6909 0.0628 1.5332  0.095
12 H 1.8564 -1.6875 0.6883  0.066
13 H -0.1944 0.9157 -1.2074  0.185
14 H 0.2994 -1.3588 -1.7584  0.098
15 H -2.1390 0.3098 0.0081  0.069
16 H -1.2958 2.3739 0.7888  0.057
17 H 0.2798 -2.4590 0.5441  0.083

Force components x, y, z for each atom (eV/Å):
N -0.72 0.36 -0.32
C -0.42 0.28 0.76
C 0.30 -0.81 0.32
C 2.49 -1.78 0.73
C 1.68 0.01 -1.70
C -3.31 -1.36 0.08
H 0.16 0.15 -0.22
H -0.03 0.35 -0.06
H -0.14 2.13 0.76
H 0.25 0.14 -0.04
H 0.87 0.34 0.00
H 0.10 0.09 0.08
H -0.47 0.58 -0.24
H 0.16 -0.24 0.08
H -0.26 0.35 -0.59
H -0.46 -0.90 0.53
H -0.19 0.31 -0.15



This record from OMol25 describes an isolated molecule of C5H6O2. The level of theory is wB97M-V/def2-TZVPD.

Results
spin multiplicity = 1
relative energy (zero: lowest compared OMol25 entry of this formula, charge and spin) = 2.706 eV
E_tot = -344.502457 Ha
LUMO level = 0.6 eV
SMILES string = C#C[C@H](C=O)CO
Kohn-Sham gap = 0.390 Ha

Last column: Löwdin charge in e.
CARTESIAN COORDINATES (ANGSTROEM)
1 O -1.6730 -1.2720 0.2416  0.070
2 O 0.7450 -1.7111 -1.0092  -0.055
3 C 0.1809 1.3018 2.1781  0.136
4 C -0.0012 0.9791 1.0332  -0.117
5 C 1.0482 -0.3620 -0.7923  -0.211
6 C -0.1811 0.5166 -0.3459  -0.250
7 C -1.4892 -0.2745 -0.4119  -0.201
8 H -2.2789 0.1200 -1.0801  0.132
9 H 0.3445 1.5837 3.1945  0.031
10 H 1.4296 0.0176 -1.7432  0.121
11 H -0.2645 1.3850 -1.0105  0.139
12 H 1.8365 -0.2361 -0.0383  0.120
13 H 0.3033 -2.0483 -0.2160  0.085

Force components x, y, z for each atom (eV/Å):
O 0.04 0.47 -0.32
O -0.05 -0.15 0.17
C -0.07 -0.11 -0.45
C 0.09 0.15 0.52
C 0.18 0.26 -0.07
C 0.04 0.03 0.05
C -0.12 -0.35 0.27
H 0.10 -0.06 0.04
H -0.04 -0.02 -0.16
H -0.09 -0.02 0.11
H 0.01 -0.13 0.13
H -0.12 -0.03 -0.12
H 0.04 -0.05 -0.16



This record from OMol25 describes a structure of composition C20H28GeN6O3S5Tc. The level of theory is wB97M-V/def2-TZVPD.

Results
spin multiplicity = 2
relative energy (zero: lowest compared OMol25 entry of this formula, charge and spin) = 0.821 eV
E_tot = -5481.898801 Ha
LUMO level (alpha / beta) = 4.0 / 4.0 eV
Kohn-Sham gap (alpha / beta) = 0.161 / 0.163 Ha
total charge = -2

Last column: Löwdin spin population.
CARTESIAN COORDINATES (ANGSTROEM)
1 Tc -0.5895 -0.1381 -0.0632  0.912
2 Ge -3.2582 -2.2210 0.0386  0.011
3 S -0.7147 2.3239 -0.3669  0.042
4 S -1.1631 5.1556 -0.0165  0.000
5 S -4.2663 2.1896 0.9029  0.008
6 S 3.4045 1.0740 1.3624  0.000
7 S -3.8761 5.0862 0.9514  0.004
8 O -0.1524 -0.0461 2.0381  0.003
9 O -2.0985 -1.0089 -2.9783  -0.004
10 O -2.5359 7.3389 0.5620  0.000
11 N 1.9588 0.5803 -1.4976  0.002
12 N 5.3999 -0.6738 1.1946  0.000
13 N -0.5364 -0.4346 -4.4870  0.000
14 N 1.2722 -0.6921 3.6446  0.000
15 N 4.8570 0.5242 -0.7976  0.000
16 N -0.1191 -0.1589 -2.1619  0.001
17 C -5.1250 -1.9176 -0.4887  0.005
18 C 6.6881 -1.0086 -0.7771  0.000
19 C -3.2456 -2.7916 1.9230  0.003
20 C -2.5248 6.1186 0.5278  0.000
21 C -2.3339 -0.5221 -0.1326  -0.051
22 C 0.7456 -0.8179 2.4017  0.000
23 C 6.3869 -1.2765 0.5570  0.000
24 C -2.6071 -3.7307 -1.0387  0.002
25 C 7.1604 -2.3074 1.3350  0.000
26 C 0.6869 0.0558 -4.7909  -0.002
27 C 5.8562 -0.0938 -1.3999  0.000
28 C 1.5508 0.4025 -3.8284  0.000
29 C -1.5119 -0.7295 -5.5211  0.000
30 C 1.2618 -1.8912 1.4912  0.002
31 C -0.9864 -0.5537 -3.1555  0.000
32 C 0.2919 -2.0781 0.3142  0.018
33 C -3.1554 3.4954 0.6144  0.016
34 C 1.1011 0.2905 -2.4686  -0.002
35 C 4.6405 0.2442 0.5247  0.000
36 C -1.8828 3.5453 0.1602  0.005
37 H 6.7007 -3.2905 1.2057  0.000
38 H -3.5763 -1.9693 2.5589  0.000
39 H 6.0046 0.1508 -2.4507  0.000
40 H -0.4721 -2.8101 0.5944  0.007
41 H 8.1953 -2.3733 0.9945  0.000
42 H 2.2276 -1.5054 1.1424  0.000
43 H 0.8422 -2.5060 -0.5330  0.001
44 H 2.2308 -0.9975 3.7220  0.000
45 H -5.7362 -2.8035 -0.2968  0.001
46 H 7.1337 -2.0616 2.3949  0.000
47 H 2.9064 0.8826 -1.6907  0.000
48 H 0.9171 0.1400 -5.8449  0.000
49 H 1.4807 -2.7859 2.0891  -0.001
50 H 7.5028 -1.4946 -1.2967  0.000
51 H -5.1739 -1.6766 -1.5522  0.000
52 H -3.3653 -4.5191 -1.0308  0.001
53 H -2.2341 -3.0697 2.2258  0.000
54 H -2.9962 0.3433 -0.2782  0.017
55 H -5.5315 -1.0688 0.0632  0.000
56 H -1.0122 -0.6960 -6.4882  0.000
57 H -2.3249 -0.0040 -5.4984  0.000
58 H -1.6766 -4.1357 -0.6411  0.000
59 H -2.4374 -3.4059 -2.0656  0.000
60 H 1.0934 0.2110 4.0601  0.000
61 H 1.7042 0.8353 -0.5450  -0.001
62 H -3.9065 -3.6489 2.0779  0.001
63 H -1.9386 -1.7162 -5.3581  0.000
64 H 2.5283 0.8013 -4.0476  0.000

Force components x, y, z for each atom (eV/Å):
Tc -0.11 -0.04 0.20
Ge -0.03 0.04 0.10
S -0.20 -0.03 -0.42
S 0.01 0.04 0.09
S 0.10 0.05 -0.04
S 0.13 -0.05 -0.03
S 0.02 0.03 0.05
O 0.02 0.03 -0.03
O 0.01 0.00 -0.01
O 0.03 -0.05 0.09
N -0.01 0.25 0.13
N 0.01 -0.04 -0.04
N -0.18 0.11 0.00
N 0.04 0.03 0.00
N -0.03 -0.06 -0.05
N 0.07 0.10 0.07
C -0.04 0.01 -0.02
C 0.00 0.02 0.00
C 0.01 -0.02 0.02
C -0.05 0.05 -0.20
C -0.26 -0.04 -0.19
C -0.02 0.00 -0.04
C -0.05 0.01 0.01
C 0.04 0.00 -0.04
C 0.01 0.00 0.00
C 0.07 -0.05 -0.14
C 0.00 -0.02 0.01
C 0.04 0.02 0.14
C 0.04 -0.05 0.01
C -0.03 0.04 0.02
C -0.01 0.01 0.04
C 0.23 0.05 0.00
C -0.14 -0.12 -0.02
C 0.09 -0.19 -0.05
C 0.01 0.07 0.12
C 0.26 -0.10 0.31
H -0.01 0.01 0.01
H 0.00 0.00 -0.02
H 0.00 0.01 0.00
H -0.03 0.03 0.02
H -0.01 0.00 0.00
H 0.01 -0.01 0.00
H -0.02 -0.04 0.01
H 0.00 0.00 0.00
H -0.01 0.02 0.00
H 0.00 0.00 0.00
H 0.07 -0.04 -0.04
H 0.01 0.01 0.00
H 0.00 -0.01 -0.01
H 0.00 0.00 0.00
H 0.02 -0.01 0.01
H 0.01 0.00 -0.01
H -0.01 0.01 0.00
H -0.01 -0.05 -0.01
H 0.01 -0.01 0.01
H 0.00 0.01 0.00
H -0.01 0.00 0.01
H -0.01 0.01 -0.02
H -0.02 0.01 0.03
H 0.00 0.00 0.01
H -0.08 -0.04 -0.03
H 0.01 0.00 -0.01
H 0.00 -0.01 0.00
H 0.00 -0.01 -0.01